# 1
The following is a DFT calculation (ωB97M-V/def2-TZVPD) of a single C17H25NO4S molecule.

The geometry in ORCA input format:
```
! RIJCOSX wB97M-V def2-TZVPD def2/J DEFGRID3
* xyz 0 1
C -0.555 -3.514 -1.073
C 0.614 -2.808 -0.402
O 0.480 -1.388 -0.486
C -0.257 -0.790 0.443
O -0.811 -1.378 1.340
C -0.296 0.725 0.279
C 0.804 1.331 1.188
C 2.180 0.786 0.911
C 2.513 -0.454 1.445
C 3.738 -1.044 1.199
C 4.666 -0.381 0.416
C 4.363 0.872 -0.083
C 3.133 1.475 0.155
C 2.892 2.858 -0.377
C -0.125 1.140 -1.187
C -1.288 0.638 -2.044
C -2.614 1.111 -1.452
N -2.693 0.659 -0.085
S -4.181 0.382 0.613
C -4.005 -1.329 1.162
O -5.175 0.431 -0.421
O -4.349 1.221 1.765
C -1.672 1.207 0.768
H -0.634 -3.208 -2.114
H -1.482 -3.270 -0.559
H -0.403 -4.589 -1.032
H 0.676 -3.097 0.652
H 1.556 -3.032 -0.905
H 0.780 2.414 1.066
H 0.537 1.102 2.222
H 1.796 -0.962 2.074
H 3.968 -2.011 1.620
H 5.626 -0.828 0.210
H 5.100 1.399 -0.672
H 2.099 2.866 -1.121
H 2.611 3.536 0.428
H 3.796 3.243 -0.842
H -0.105 2.232 -1.230
H 0.819 0.755 -1.572
H -1.186 1.015 -3.063
H -1.277 -0.451 -2.078
H -2.676 2.209 -1.504
H -3.469 0.691 -1.981
H -3.001 -1.457 1.546
H -4.741 -1.513 1.933
H -4.180 -1.960 0.302
H -1.701 2.307 0.764
H -1.868 0.861 1.782
*
```

Summary:
calculated total energy = -38550.805 eV
HOMO energy = -9.16 eV
maximum force = 0.86 eV/Å
SMILES = CCOC(=O)[C@@]1(Cc2ccccc2C)CCCN(S(C)(=O)=O)C1

# 2
The following is a DFT calculation (ωB97M-V/def2-TZVPD) of a molecular structure, C24H27ClIO3P2Ru at a distorted geometry.

The geometry in ORCA input format:
```
! RIJCOSX wB97M-V def2-TZVPD def2/J DEFGRID3
* xyz 2 6
C -4.446 2.998 -5.489
C -3.082 2.745 -4.906
H -4.332 3.549 -6.433
H -5.043 3.585 -4.786
H -4.947 2.043 -5.676
O -2.008 3.047 -5.365
I -3.123 1.688 -2.992
Ru -0.080 0.066 0.114
P -0.264 1.971 1.181
C 1.275 2.852 1.622
C -1.198 3.191 0.206
H -2.098 1.272 2.566
H -1.294 2.741 3.242
H -0.541 1.121 3.428
C -1.136 1.763 2.766
H -2.151 2.743 -0.107
H -1.378 4.102 0.794
H 1.048 3.780 2.168
H 1.841 3.100 0.712
H -0.628 3.447 -0.698
H 1.903 2.205 2.252
C 1.710 0.379 -0.149
O 2.869 0.519 -0.264
Cl -2.403 -0.051 0.117
O 0.032 -1.953 -0.677
P 1.013 -2.959 -0.057
C 2.433 -3.129 -1.156
C 3.413 -4.114 -0.942
C 4.523 -4.177 -1.792
C 4.633 -3.301 -2.879
C 3.633 -2.349 -3.112
C 2.539 -2.257 -2.251
C 1.587 -2.482 1.575
C 2.669 -3.122 2.203
C 3.017 -2.745 3.506
C 2.298 -1.746 4.176
C 1.227 -1.109 3.536
C 0.880 -1.466 2.232
C 0.242 -4.574 0.109
C 0.039 -5.201 1.353
C -0.560 -6.464 1.394
C -0.957 -7.095 0.212
C -0.755 -6.464 -1.023
C -0.156 -5.208 -1.080
H 3.305 -4.822 -0.117
H 5.301 -4.916 -1.594
H 5.496 -3.355 -3.541
H 3.700 -1.660 -3.952
H 1.757 -1.514 -2.423
H 3.244 -3.888 1.686
H 3.855 -3.233 4.002
H 2.574 -1.455 5.197
H 0.669 -0.329 4.049
H -0.025 -0.994 1.713
H 0.364 -4.706 2.269
H -0.708 -6.955 2.355
H -1.413 -8.086 0.243
H -1.055 -6.948 -1.951
H 0.020 -4.710 -2.037
*
```

Summary:
calculated total energy = -73232.617 eV
HOMO energy (alpha / beta) = -11.18 / -13.21 eV
maximum force = 7.96 eV/Å

Q: What is the maximum force in the second record?
A: 7.96 eV/Å

Q: What is the calculated total energy in the second record?
A: -73232.617 eV

Q: Look up the maximum force of the second one.
A: 7.96 eV/Å